# 1
Below is a molecular structure, C4H11BClF4NdSc in a non-equilibrium geometry, with properties calculated with the ωB97M-V functional and the def2-TZVPD basis.

Cartesian coordinates (Å):
C (-1.2584, 0.9342, -4.5242)
F (-0.3427, 0.7004, 1.3918)
F (1.3228, -0.8833, 1.7865)
C (0.7797, -1.5472, -2.6738)
H (3.4138, 1.5603, -3.7840)
C (2.4140, 1.5758, -4.2432)
H (-1.2340, 0.7116, -5.5952)
H (1.7329, -2.0699, -2.9388)
H (0.0318, -2.2527, -3.1409)
C (-1.9531, -1.3037, -0.1333)
H (2.5265, 1.2200, -5.2870)
Nd (0.3294, -0.8391, -0.3928)
F (-0.7665, -1.2637, 2.6908)
H (-2.3402, -0.3402, 0.2294)
H (2.0393, 2.6160, -4.2554)
B (0.0946, -0.2270, 2.5267)
H (-2.2195, -2.0922, 0.5967)
F (0.5345, 0.4845, 3.5598)
Sc (0.6272, 0.4339, -3.5681)
H (-2.1658, 0.4959, -4.0894)
H (-1.3205, 2.0372, -4.4004)
H (-2.4079, -1.4941, -1.0998)
Cl (0.1616, 1.5438, -1.5105)

Force components x, y, z for each atom (eV/Å):
-0.281 0.416 -0.242
0.242 -0.880 1.943
-0.542 0.360 0.735
0.255 -0.911 -0.553
-0.279 0.019 -0.056
0.091 -0.139 -0.254
-0.200 0.066 -0.168
-0.042 0.481 0.240
0.042 0.617 0.485
-0.351 -0.180 0.300
0.092 0.334 0.072
0.159 -0.933 -0.090
-0.066 0.461 0.363
-0.084 -0.178 0.055
0.234 -0.144 -0.167
0.752 0.291 -2.544
-0.025 0.303 -0.347
-0.078 0.045 0.568
0.548 -0.555 -0.371
0.093 0.037 -0.076
-0.109 -0.348 -0.160
-0.285 -0.235 -0.258
-0.163 1.071 0.524

2S+1: 4
Expectation value of S²: 3.755
Strongest force on any atom, eV/Å: 2.669
HOMO energy (spin up / spin down), eV: -4.0 / -4.0
Total charge: -1
Total energy, eV: -64379.6089
Frontier orbital gap (spin up / spin down), eV: 6.52 / 6.56


# 2
Below is 2 unconnected molecules or ions with the total composition C4H11BS in a non-equilibrium geometry, with properties calculated with the ωB97M-V functional and the def2-TZVPD basis.

Cartesian coordinates (Å):
C (-0.6791, 0.7877, -0.7706)
H (1.1412, 1.1376, 1.8901)
H (1.0429, -0.6597, -0.4791)
C (0.8254, 0.3810, -0.2334)
H (1.5179, 1.1123, -0.7015)
C (-0.6110, 2.2715, -0.9668)
H (-0.7396, 0.2198, -1.8126)
H (0.3476, 2.7032, -1.3878)
C (0.6675, 0.4769, 1.2104)
H (-0.5289, 2.7745, -0.0046)
H (-1.5248, 2.5378, -1.6193)
H (-0.2726, -4.4786, 0.1867)
H (0.0304, -0.3847, 1.5669)
S (-1.1189, -2.5463, 1.5666)
B (0.0286, -3.5601, 0.8146)
H (1.2780, -3.2068, 0.7454)
H (-1.4046, 0.4338, -0.0050)

Force components x, y, z for each atom (eV/Å):
2.938 -2.189 -1.854
0.316 0.451 0.425
0.156 0.080 -0.402
-1.571 0.893 -0.443
-0.169 -0.814 0.351
-0.872 1.303 -1.108
-0.521 1.147 2.152
-1.091 -1.082 -0.472
-0.663 -1.938 0.553
-1.018 0.127 0.256
1.492 0.440 1.279
-0.376 -0.940 -0.338
0.857 1.433 0.242
-0.208 -0.067 0.244
2.268 1.274 -0.272
-1.766 -0.428 0.347
0.231 0.311 -0.961

Strongest force on any atom, eV/Å: 4.106
HOMO energy (spin up / spin down), eV: -10.1 / -7.6
Total charge: 0
Total energy, eV: -15833.8119
Frontier orbital gap (spin up / spin down), eV: 10.49 / 5.13


# 3
Below is 2 unconnected molecules or ions with the total composition C4H11BS3, with properties calculated with the ωB97M-V functional and the def2-TZVPD basis.

Cartesian coordinates (Å):
B (1.3844, -1.8375, 0.4828)
H (-0.7801, -1.5442, -1.4951)
H (0.6279, 4.5508, -0.7532)
H (-1.3656, -3.2262, -1.6151)
S (-0.1400, 1.2124, 0.6826)
C (0.0668, 3.6294, -0.6087)
H (-2.0003, -3.1392, 0.8221)
C (-1.8692, -2.2284, 0.2441)
H (0.8246, 3.2514, 1.3841)
C (0.7652, 2.7508, 0.4149)
H (3.4400, -2.5765, 1.4006)
C (-0.9713, -2.4648, -0.9468)
H (1.7742, 2.4907, 0.0905)
H (-0.9397, 3.8788, -0.2732)
S (2.8049, -1.3919, 1.3824)
H (-0.0132, 3.1132, -1.5639)
H (-2.8443, -1.8972, -0.1096)
S (0.6887, -3.1219, -0.4202)
H (-1.4530, -1.4498, 0.8817)

Force components x, y, z for each atom (eV/Å):
-0.215 0.404 -0.037
-0.077 -0.072 -0.097
0.031 0.099 -0.089
-0.010 0.007 -0.090
0.061 0.195 0.124
-0.068 0.096 0.096
-0.001 -0.052 0.101
-0.138 0.079 -0.194
0.055 -0.059 0.059
-0.168 -0.381 -0.271
0.241 -0.147 0.016
0.607 -0.002 0.313
0.032 0.113 0.148
0.016 0.015 -0.026
0.072 0.050 0.160
0.011 0.039 -0.053
-0.147 0.055 0.066
-0.304 -0.392 -0.310
0.000 -0.048 0.084

2S+1: 3
Expectation value of S²: 2.007
Strongest force on any atom, eV/Å: 0.683
HOMO energy (spin up / spin down), eV: -6.8 / -8.9
Total charge: 0
Total energy, eV: -37506.4581
Frontier orbital gap (spin up / spin down), eV: 7.35 / 6.91


# 4
Below is a molecular structure, C4H11BeO4 in a non-equilibrium geometry, with properties calculated with the ωB97M-V functional and the def2-TZVPD basis.

Cartesian coordinates (Å):
H (-1.5153, 1.0793, 1.6625)
C (2.5145, -0.1767, 0.1602)
H (3.1691, 0.5746, 0.6234)
H (-2.1541, -1.0171, 0.6723)
H (-2.2909, -0.3201, -0.9692)
H (3.1131, -0.9628, -0.3203)
O (-0.3674, -0.4924, -0.2454)
Be (0.2586, 0.8827, -0.6775)
C (-1.8642, 1.1147, 0.6204)
C (0.0204, -1.8425, -0.4764)
C (-1.7551, -0.2550, -0.0108)
H (-0.6249, 2.8185, 0.4084)
H (-0.2482, -2.4588, 0.3916)
H (-0.5184, -2.2232, -1.3553)
H (1.8621, -0.5897, 0.9447)
O (1.7615, 0.4269, -0.8678)
O (1.4625, 1.8048, -0.4804)
H (-2.9080, 1.4511, 0.5920)
O (-1.0273, 2.0171, -0.1080)
H (1.1120, -1.8315, -0.5643)

Force components x, y, z for each atom (eV/Å):
-0.193 -0.060 -0.229
0.844 -0.298 0.769
-0.166 -0.247 -0.370
0.073 0.232 -0.157
0.107 0.025 0.207
-0.131 0.192 0.270
-1.186 0.539 0.432
0.543 1.909 0.778
-0.642 0.355 1.214
0.178 -0.988 -0.124
-1.100 -0.328 0.050
-1.181 -2.280 -1.148
-0.006 0.318 -0.113
0.461 0.097 0.117
0.212 0.105 -0.146
1.838 -0.120 -1.087
-0.324 0.127 -0.125
0.241 -0.072 0.061
1.078 0.795 0.001
-0.646 -0.303 -0.401

Strongest force on any atom, eV/Å: 2.812
HOMO energy, eV: -14.0
Total charge: +1
Total energy, eV: -12909.5552
Frontier orbital gap, eV: 10.72


# 5
Below is a molecular structure, C4H11BrFeNO in a non-equilibrium geometry, with properties calculated with the ωB97M-V functional and the def2-TZVPD basis.

Cartesian coordinates (Å):
H (2.4666, -0.8589, 1.1372)
H (-0.7710, 1.1909, -0.9187)
H (-2.5416, 1.3375, 1.9421)
H (-2.2433, 0.2319, 0.5662)
Br (-1.1835, -2.0928, -3.5856)
C (-1.8078, 0.7130, 1.4449)
H (0.3402, -0.8163, -1.7936)
H (0.0207, -0.8703, 0.4567)
C (-0.0899, 1.3221, -0.0683)
O (-0.7365, 1.5862, 1.0652)
Fe (-2.1682, -4.4398, -3.1423)
N (1.1257, -0.5732, -1.1836)
C (0.7312, -0.1303, 0.0767)
H (-1.4219, -0.0476, 2.1243)
H (1.4703, 0.3361, 2.0246)
H (2.5350, 0.8866, 0.7605)
H (1.7232, 0.0879, -1.6844)
H (0.6608, 2.0801, -0.2800)
C (1.8903, 0.0568, 1.0581)

Force components x, y, z for each atom (eV/Å):
-0.011 -0.077 0.018
0.072 -0.209 0.065
-0.041 -0.063 0.104
-0.044 0.084 0.009
-0.220 -0.466 0.016
-0.132 0.081 -0.313
0.273 -0.578 0.066
-0.308 0.379 0.060
-0.702 0.282 -0.867
0.326 -0.072 0.730
0.225 0.523 -0.027
-0.895 1.839 -0.441
1.209 -1.721 0.341
-0.002 0.067 0.091
0.087 -0.151 0.048
0.107 -0.153 -0.113
0.495 -0.539 0.129
0.081 0.001 0.156
-0.520 0.772 -0.073

2S+1: 9
Expectation value of S²: 20.021
Strongest force on any atom, eV/Å: 2.130
HOMO energy (spin up / spin down), eV: -7.5 / -14.1
Total charge: +1
Total energy, eV: -112277.6221
Frontier orbital gap (spin up / spin down), eV: 4.67 / 6.20


# 6
Below is 2 unconnected molecules or ions with the total composition C4H11ClN in a non-equilibrium geometry, with properties calculated with the ωB97M-V functional and the def2-TZVPD basis.

Cartesian coordinates (Å):
H (1.1478, -1.3069, 1.2624)
H (0.2576, 0.1467, 2.0718)
Cl (-1.1403, 2.6896, 1.3877)
N (-0.0364, -0.0513, -0.0705)
H (1.2721, 0.9604, -1.5501)
H (0.8789, 1.8632, 0.0262)
H (2.1442, 0.5919, 0.0771)
H (-1.9885, 0.1246, 0.6934)
C (-1.3080, 0.5538, -0.1032)
H (-1.7523, 0.7086, -1.1306)
C (0.2139, -0.6025, 1.3355)
C (1.0705, 0.9548, -0.3785)
H (-0.7447, -1.9686, -0.8660)
H (0.9850, -1.5448, -1.2491)
H (-0.2273, -0.7560, -1.9852)
H (-0.7094, -1.2134, 1.5057)
C (-0.0632, -1.1502, -1.0266)

Force components x, y, z for each atom (eV/Å):
-1.801 1.589 0.338
0.353 1.181 0.594
-0.173 -2.266 -1.745
2.185 0.671 1.969
-0.792 0.282 2.533
-0.995 2.636 1.042
-2.940 0.474 -0.974
0.641 0.778 -1.299
-3.086 1.523 1.542
0.709 0.528 1.386
0.136 -3.392 -1.459
4.338 -3.875 -3.155
-0.291 0.031 0.738
-1.158 0.276 1.213
-0.911 0.840 -1.314
1.058 0.214 0.225
2.726 -1.490 -1.633

Strongest force on any atom, eV/Å: 6.618
HOMO energy (spin up / spin down), eV: -15.0 / -14.8
Total charge: +1
Total energy, eV: -18328.0289
Frontier orbital gap (spin up / spin down), eV: 8.69 / 8.00